DFT (ωB97M-V with the def2-TZVPD basis set) results for C51H53BaFN5P2S3SiTe as an isolated structure.

```
118
Properties=species:S:1:pos:R:3:forces:R:3:lowdin_charge:R:1
Ba -0.054 -0.703 0.724 0.3 1.1 0.3 1.59
C -1.839 -3.375 5.474 0.3 0.0 0.1 -0.20
Si -0.926 -2.198 4.309 -0.2 0.0 -0.3 0.36
C 0.868 -2.766 4.206 0.0 0.1 -0.1 -0.18
C -0.895 -0.568 5.254 0.0 0.0 0.0 -0.18
N -1.512 -2.078 2.696 0.2 0.1 0.0 -0.19
C -2.622 -2.648 2.167 -0.4 -0.1 0.0 -0.36
C -3.693 -3.273 2.859 0.0 0.0 0.0 -0.05
C -4.787 -3.840 2.227 -0.1 0.0 0.0 -0.12
C -4.928 -3.832 0.847 0.1 0.1 -0.1 -0.13
C -3.924 -3.216 0.104 -0.2 -0.1 0.3 -0.04
C -2.865 -2.670 0.776 0.3 0.1 -0.2 -0.23
F -1.893 -2.071 -0.029 -0.8 -0.8 -0.3 -0.26
H -1.229 -3.429 6.382 -0.1 -0.1 0.0 0.02
H -1.956 -4.387 5.086 0.0 0.0 -0.1 0.03
H -2.824 -3.006 5.764 0.0 0.1 0.0 0.02
H 1.340 -2.871 5.184 0.0 0.0 0.0 0.03
H 1.455 -2.026 3.649 0.0 0.0 0.0 -0.01
H 0.937 -3.721 3.680 0.0 0.0 0.0 0.03
H -0.660 -0.787 6.300 0.0 0.0 0.0 0.03
H -1.859 -0.057 5.231 0.0 0.0 0.0 0.02
H -0.138 0.136 4.901 0.0 -0.1 0.0 -0.04
H -3.662 -3.305 3.933 0.0 0.0 0.1 0.06
H -5.554 -4.298 2.842 0.0 0.0 0.0 0.09
H -5.787 -4.271 0.361 0.0 0.0 0.0 0.09
H -3.952 -3.140 -0.974 0.0 0.0 0.0 0.12
S 0.629 0.212 -2.310 0.2 -0.4 0.1 0.51
C 1.164 -1.410 -2.221 -0.1 0.3 0.0 -1.17
N 1.127 -2.182 -1.154 0.1 0.0 -0.3 -0.19
C 1.648 -3.433 -1.393 0.0 -0.2 0.1 -0.34
C 1.742 -4.452 -0.443 0.0 0.0 -0.1 -0.02
C 2.293 -5.663 -0.814 0.0 0.0 -0.1 -0.10
C 2.751 -5.873 -2.118 0.0 0.0 0.1 -0.11
C 2.661 -4.871 -3.068 0.0 0.0 0.0 -0.10
C 2.108 -3.651 -2.700 0.0 -0.1 0.1 -0.49
S 1.858 -2.209 -3.628 0.0 0.1 -0.1 1.00
H 1.387 -4.292 0.568 0.0 0.1 0.0 0.11
H 2.372 -6.459 -0.084 0.0 0.0 0.0 0.10
H 3.181 -6.829 -2.387 0.0 0.0 0.0 0.09
H 3.019 -5.042 -4.076 0.0 0.0 0.0 0.10
Te 2.252 2.035 4.369 0.1 -0.1 0.5 1.27
C 4.101 2.996 4.739 0.0 0.1 -0.1 -0.53
C 4.602 3.926 3.835 0.0 -0.1 0.1 -0.13
C 5.823 4.523 4.097 0.0 0.1 -0.2 -0.16
N 6.569 4.266 5.171 0.1 0.0 0.0 0.04
C 6.076 3.380 6.030 0.0 -0.1 0.1 -0.18
C 4.863 2.727 5.868 0.0 0.0 0.0 -0.14
C 2.287 2.090 2.312 -0.1 -0.2 0.1 -1.06
P 2.831 0.546 1.578 0.2 -0.2 -0.2 0.77
C 3.595 0.946 -0.048 0.0 0.0 0.0 -0.39
C 4.027 -0.133 -0.818 0.0 0.0 -0.1 -0.12
C 4.636 0.070 -2.044 0.0 0.0 0.0 -0.09
C 4.816 1.364 -2.522 0.0 -0.1 -0.1 -0.09
C 4.401 2.440 -1.758 0.0 0.1 0.0 -0.09
C 3.795 2.232 -0.525 0.1 -0.1 -0.1 -0.12
C 4.400 0.118 2.424 -0.1 0.1 0.3 -0.40
C 5.499 0.973 2.382 0.0 0.0 0.0 -0.09
C 6.650 0.680 3.091 0.0 0.0 0.0 -0.08
C 6.720 -0.485 3.847 0.0 0.0 0.0 -0.10
C 5.639 -1.350 3.886 0.0 0.0 0.0 -0.09
C 4.481 -1.045 3.179 0.0 -0.1 0.0 -0.11
P 1.106 3.067 1.488 -0.2 0.0 -0.5 0.86
C 1.501 4.769 2.020 0.2 0.3 -0.1 -0.39
C 2.331 5.509 1.173 -0.1 0.0 0.1 -0.12
C 2.812 6.754 1.549 0.0 0.0 0.0 -0.10
C 2.463 7.286 2.782 0.0 0.1 0.0 -0.10
C 1.626 6.572 3.626 0.0 0.0 0.1 -0.08
C 1.147 5.327 3.249 0.0 -0.1 -0.1 -0.12
C -0.593 2.897 2.175 -0.2 0.1 0.0 -0.40
C -1.081 1.680 2.632 0.1 -0.1 0.1 -0.24
C -2.428 1.458 2.883 0.0 0.1 0.1 -0.12
C -3.333 2.492 2.715 0.0 -0.1 0.0 -0.10
C -2.871 3.729 2.282 0.0 0.0 0.0 -0.09
C -1.529 3.924 2.003 0.1 0.0 -0.1 -0.11
H 4.055 4.162 2.930 0.0 0.0 0.0 0.08
H 6.224 5.252 3.397 0.0 0.0 0.0 0.10
H 6.689 3.164 6.901 0.0 0.0 0.0 0.10
H 4.545 2.000 6.605 0.0 0.0 0.0 0.09
H 3.880 -1.148 -0.458 0.0 0.0 0.0 0.10
H 4.956 -0.781 -2.632 0.0 0.0 0.0 0.10
H 5.279 1.525 -3.488 0.0 0.0 0.0 0.10
H 4.546 3.452 -2.121 0.0 0.0 0.0 0.10
H 3.487 3.069 0.081 0.0 0.1 0.1 0.06
H 5.439 1.886 1.803 0.0 0.0 0.0 0.10
H 7.490 1.364 3.069 0.0 0.0 0.0 0.10
H 7.619 -0.711 4.408 0.0 0.0 0.0 0.10
H 5.689 -2.258 4.475 0.0 0.0 0.0 0.10
H 3.632 -1.718 3.226 0.0 0.1 0.0 0.08
H 2.605 5.096 0.208 0.0 0.0 0.0 0.08
H 3.457 7.310 0.879 0.0 0.0 0.0 0.10
H 2.841 8.254 3.086 0.0 0.0 0.0 0.10
H 1.354 6.981 4.592 0.0 0.0 0.0 0.10
H 0.501 4.772 3.914 0.0 0.0 0.0 0.08
H -0.386 0.864 2.807 0.1 0.1 0.3 0.00
H -2.748 0.471 3.193 0.0 0.0 0.0 0.09
H -4.387 2.332 2.900 0.0 0.0 0.0 0.10
H -3.567 4.546 2.138 0.0 0.0 0.0 0.10
H -1.203 4.891 1.636 0.0 0.0 0.0 0.10
C -1.649 1.074 -5.368 0.0 0.0 -0.1 -0.09
C -2.492 2.005 -4.512 0.0 0.2 0.0 -0.24
N -2.652 1.521 -3.153 0.0 0.0 0.0 0.00
C -2.132 1.907 -1.977 0.0 0.0 0.0 -0.88
S -2.714 1.149 -0.573 0.0 -0.1 0.2 0.59
N -1.214 2.880 -1.870 0.1 0.0 0.1 0.01
C -0.304 3.411 -2.881 0.0 0.0 -0.2 -0.27
C 0.939 3.960 -2.208 0.0 0.0 0.0 -0.10
H -1.520 1.488 -6.371 0.0 0.0 0.0 0.07
H -2.130 0.098 -5.467 0.0 0.0 0.0 0.08
H -0.672 0.905 -4.917 0.0 0.0 0.0 0.03
H -3.497 2.107 -4.935 0.0 0.0 0.0 0.11
H -2.079 3.011 -4.493 0.0 -0.1 0.0 0.09
H -3.230 0.706 -3.034 -0.1 0.0 0.0 0.11
H -0.904 2.989 -0.913 0.0 0.1 0.0 0.08
H -0.797 4.206 -3.452 0.1 0.0 0.0 0.11
H -0.019 2.614 -3.571 0.0 0.0 0.0 0.07
H 0.684 4.759 -1.507 0.0 0.0 0.0 0.07
H 1.623 4.364 -2.955 0.0 0.0 0.0 0.08
H 1.453 3.176 -1.653 0.0 0.0 0.0 0.03
```
Forces are in eV/Å.

Energy relative to the best compared isomer or geometry (same formula, charge and spin) (eV): 0.000
Net charge: -1

DFT (ωB97M-V with the def2-TZVPD basis set) results for C51H53F6N6O5PtS as an isolated structure.

```
123
Properties=species:S:1:pos:R:3:forces:R:3:mulliken_spin:R:1
Pt -1.345 -3.379 2.724 0.3 1.3 -1.7 1.69
C 0.792 -0.371 -0.262 0.0 -1.3 -0.7 0.02
F 1.100 0.050 -1.472 -0.2 0.2 -0.1 0.00
F 1.933 -0.597 0.392 0.0 0.2 0.5 0.00
F 0.069 0.552 0.361 0.0 0.2 0.4 0.00
S -0.161 -1.985 -0.396 -0.8 -1.1 -1.9 0.00
O 0.767 -3.007 -0.795 0.3 0.6 0.1 0.00
O -0.661 -2.227 0.970 -0.1 0.8 0.7 -0.04
O -1.244 -1.705 -1.334 0.9 0.3 1.3 0.01
N 6.066 1.833 4.077 -1.1 0.1 0.1 0.00
C 5.268 1.112 3.263 0.9 0.4 0.1 0.00
C 4.425 1.680 2.321 -0.2 0.1 -0.4 0.00
C 4.421 3.058 2.175 0.1 0.4 0.3 0.00
C 5.209 3.808 3.023 0.1 0.2 0.1 0.00
C 5.938 3.160 4.010 0.6 -0.2 -0.4 0.00
H 5.438 0.047 3.355 -0.3 -0.2 -0.2 0.00
H 3.792 1.128 1.636 0.2 -0.4 0.2 0.00
H 3.805 3.578 1.453 0.0 -0.3 -0.2 0.00
H 5.308 4.877 2.891 -0.2 0.0 0.2 0.00
H 6.526 3.738 4.713 0.1 0.0 0.0 0.00
N -0.498 3.647 3.596 1.2 -0.4 0.5 0.00
C -0.069 3.836 4.862 -0.5 0.5 -0.5 0.00
C 0.882 3.063 5.506 0.7 0.0 0.1 0.00
C 1.606 2.139 4.767 -0.3 -0.4 -0.5 0.00
C 1.255 1.979 3.440 -0.4 0.3 -0.7 0.00
C 0.202 2.726 2.919 -0.6 -0.1 0.2 0.00
H -0.476 4.722 5.333 -0.3 -0.3 0.3 0.00
H 1.129 3.219 6.547 -0.1 0.2 0.0 0.00
H 2.409 1.521 5.149 0.0 0.2 0.4 0.00
H 1.759 1.324 2.739 0.1 -0.1 0.3 0.00
H -0.134 2.535 1.906 0.1 0.1 -0.1 0.00
N -3.060 -3.900 1.456 0.0 -0.9 0.7 0.06
C -3.551 -3.056 0.540 0.5 0.5 -0.2 -0.01
C -4.493 -3.435 -0.400 -0.1 -0.8 0.3 0.00
C -5.051 -4.705 -0.296 0.0 0.5 0.2 0.00
C -4.651 -5.552 0.741 0.0 0.4 -1.5 0.01
C -3.596 -5.137 1.518 -0.6 -0.2 1.0 0.01
H -3.125 -2.061 0.544 0.0 0.0 -0.2 0.01
H -4.766 -2.831 -1.249 0.1 0.5 0.2 0.00
H -5.808 -4.961 -1.025 0.0 -0.4 0.1 0.00
H -5.094 -6.536 0.793 0.2 -0.1 0.4 0.00
H -3.315 -5.785 2.339 0.5 0.1 -0.1 0.00
N -2.478 -1.516 3.109 -0.4 1.3 0.2 0.16
C -3.733 -1.551 3.584 0.1 -0.5 1.4 -0.01
C -4.484 -0.429 3.890 0.1 0.5 -0.2 0.02
C -3.951 0.829 3.637 0.0 -0.3 -0.4 -0.01
C -2.678 0.887 3.107 0.0 0.0 0.0 0.01
C -1.983 -0.282 2.868 0.3 -0.4 -0.5 -0.04
H -4.068 -2.510 3.967 -0.2 -0.1 -0.5 0.01
H -5.465 -0.488 4.340 0.0 -0.4 -0.1 0.00
H -4.518 1.740 3.776 0.0 -0.1 0.3 0.00
H -2.211 1.835 2.877 0.0 0.0 0.0 0.00
H -1.020 -0.219 2.382 0.2 -0.2 0.2 0.01
N -2.965 0.531 -2.953 -0.2 0.1 0.4 0.00
C -4.241 0.186 -2.696 0.9 0.2 -0.4 0.00
C -4.885 0.454 -1.499 -0.2 -0.1 -0.7 0.00
C -4.195 1.161 -0.529 0.0 1.0 0.1 0.00
C -2.882 1.509 -0.765 0.9 -0.5 -0.9 0.00
C -2.295 1.165 -1.997 -0.6 -0.3 1.0 0.00
H -4.707 -0.264 -3.563 -0.4 -0.3 0.3 0.00
H -5.926 0.169 -1.418 0.0 0.1 0.2 0.00
H -4.685 1.662 0.300 -0.2 -0.7 0.3 0.00
H -2.227 1.981 -0.043 -0.4 0.3 0.2 0.00
H -1.244 1.378 -2.152 0.0 0.0 -0.3 0.00
N 0.570 -2.630 3.481 -0.6 -0.1 0.9 0.05
C 1.675 -2.490 2.744 0.5 -0.4 -0.4 0.00
C 2.783 -1.772 3.189 -0.1 -0.4 0.5 0.00
C 2.821 -1.390 4.515 -0.1 0.1 0.4 0.00
C 1.741 -1.683 5.348 0.0 0.9 -0.5 0.01
C 0.606 -2.156 4.750 -0.5 -0.6 0.1 0.01
H 1.726 -3.022 1.801 -0.3 0.3 -0.2 0.00
H 3.650 -1.593 2.571 -0.2 -0.1 -0.3 0.00
H 3.655 -0.832 4.923 0.2 -0.2 -0.1 0.00
H 1.705 -1.362 6.379 0.1 -0.1 0.0 0.00
H -0.320 -2.178 5.311 0.0 -0.2 -0.1 0.00
C -0.929 -1.322 -5.345 0.9 0.6 -0.9 0.00
O -0.646 -0.722 -4.094 -0.5 -0.5 0.2 0.00
H -1.474 -0.636 -6.000 -0.2 0.0 0.1 0.00
H 0.049 -1.455 -5.813 0.0 -0.1 -0.1 0.00
H -1.421 -2.297 -5.383 -0.2 0.0 0.7 0.00
H -1.495 -0.479 -3.684 0.1 0.0 -0.2 0.00
C -2.236 -4.660 -2.502 0.1 0.3 1.2 0.00
O -2.614 -3.408 -3.024 -0.2 0.2 -0.2 0.00
H -2.748 -5.447 -3.047 0.2 0.0 -0.2 0.00
H -1.152 -4.806 -2.451 0.0 -0.1 -0.5 0.00
H -2.549 -4.730 -1.444 0.0 -0.2 -0.2 0.00
H -2.153 -2.708 -2.528 0.0 -0.3 -0.2 0.00
F 4.733 -5.855 -3.103 0.0 0.0 0.2 0.00
C 3.853 -5.189 -3.869 -0.9 0.2 -0.5 0.00
C 2.615 -4.806 -3.366 0.2 0.7 0.5 0.00
C 1.738 -4.069 -4.163 0.5 -0.5 -0.2 0.00
C 2.095 -3.810 -5.475 -0.4 -0.2 -0.7 0.00
C 3.294 -4.268 -6.011 -0.7 -0.1 0.5 0.00
C 4.168 -4.970 -5.199 0.6 -0.2 -0.2 0.00
H 2.348 -4.934 -2.324 0.2 -0.3 0.0 0.00
H 0.785 -3.762 -3.755 0.0 0.1 0.0 0.00
H 1.389 -3.401 -6.188 -0.1 0.4 0.3 0.00
H 3.427 -4.142 -7.076 0.4 0.0 0.0 0.00
H 5.074 -5.415 -5.594 0.1 0.2 0.0 0.00
F -0.893 6.952 0.657 0.2 0.1 -0.2 0.00
C -0.066 5.980 0.233 0.3 0.1 -0.1 0.00
C 1.297 6.204 0.108 0.2 0.1 0.2 0.00
C 2.119 5.127 -0.193 -0.5 -0.1 0.4 0.00
C 1.566 3.877 -0.451 0.7 0.1 -0.2 0.00
C 0.196 3.675 -0.399 0.8 0.6 -0.3 0.00
C -0.612 4.757 -0.058 -0.7 -1.0 0.0 0.00
H 1.746 7.180 0.241 -0.3 0.1 0.3 0.00
H 3.192 5.252 -0.131 0.0 0.1 -0.4 0.00
H 2.255 3.120 -0.810 -0.2 -0.3 0.2 0.00
H -0.155 2.695 -0.685 -0.4 0.2 0.1 0.00
H -1.688 4.633 -0.005 0.0 0.1 0.1 0.00
F -1.223 5.051 -4.049 -0.1 -0.4 -0.1 0.00
C -0.116 4.271 -4.030 0.0 0.1 0.1 0.00
C -0.197 2.898 -4.182 0.4 -0.2 -0.4 0.00
C 0.996 2.170 -4.132 0.3 0.5 0.9 0.00
C 2.225 2.809 -3.885 -1.1 -0.6 0.4 0.00
C 2.249 4.186 -3.725 0.3 0.0 -0.1 0.00
C 1.079 4.920 -3.806 0.0 0.1 -0.1 0.00
H -1.121 2.368 -4.372 -0.2 0.2 0.1 0.00
H 0.945 1.090 -4.088 -0.1 0.0 -0.4 0.00
H 3.048 2.148 -3.650 0.4 0.3 -0.3 0.00
H 3.176 4.708 -3.521 0.0 -0.1 0.0 0.00
H 1.059 5.996 -3.694 0.1 0.0 0.0 0.00
```
Forces are in eV/Å.

2S+1: 3
⟨S²⟩: 2.005
Net charge: +1
DFT total energy (eV): -103302.671

The lowest net charge belongs to which entry?
C51H53BaFN5P2S3SiTe

net charge of number 2 (C51H53F6N6O5PtS)?
+1